# 1
{"formula": "C30H73BN2O11S2", "method": "ωB97M-V/def2-TZVPD", "elements": ["C", "C", "C", "C", "O", "C", "B", "N", "O", "O", "S", "O", "O", "C", "N", "C", "O", "C", "C", "C", "S", "H", "H", "H", "H", "H", "H", "H", "H", "H", "H", "H", "H", "H", "H", "H", "H", "H", "H", "H", "H", "H", "H", "H", "C", "C", "O", "C", "C", "H", "H", "H", "H", "H", "H", "H", "H", "H", "H", "C", "C", "O", "C", "C", "H", "H", "H", "H", "H", "H", "H", "H", "H", "H", "C", "C", "O", "C", "C", "H", "H", "H", "H", "H", "H", "H", "H", "H", "H", "C", "C", "O", "C", "C", "H", "H", "H", "H", "H", "H", "H", "H", "H", "H", "C", "C", "O", "C", "C", "H", "H", "H", "H", "H", "H", "H", "H", "H", "H"], "xyz": [[-1.32301, -8.02217, -2.95694], [-1.60432, -7.86723, -1.45013], [-1.68503, -6.41011, -0.95497], [-3.09340, -5.94743, -0.59395], [-3.28323, -4.63116, -1.13460], [-4.47298, -3.98655, -0.80009], [-5.61837, -4.88526, -0.07206], [-6.59254, -5.60750, -0.82928], [-5.62485, -4.90108, 1.29142], [-5.03417, -3.63925, -2.13627], [-5.91482, -2.33537, -2.29702], [-6.91117, -2.34866, -1.26146], [-6.28715, -2.28596, -3.67035], [-4.70318, -1.05067, -1.91532], [-5.41170, 0.04581, -1.30676], [-3.55817, -1.69134, -1.10251], [-2.79903, -0.65814, -0.53249], [-1.40616, -0.73317, -0.84693], [-0.65876, 0.24854, 0.02058], [-4.12587, -2.67650, -0.06774], [-2.94904, -3.04217, 1.26947], [-1.11575, -7.05636, -3.42028], [-2.16943, -8.45473, -3.49132], [-0.45929, -8.66089, -3.14191], [-2.53343, -8.38524, -1.20009], [-0.82545, -8.38450, -0.88815], [-1.02140, -6.26104, -0.10210], [-1.33176, -5.73258, -1.73536], [-3.84551, -6.62477, -1.01831], [-3.24033, -5.91342, 0.48867], [-7.55660, -5.33380, -0.68746], [-6.41853, -5.62707, -1.82572], [-6.32315, -5.46858, 1.62278], [-4.31602, -0.73807, -2.88582], [-4.79007, 0.84239, -1.24202], [-5.71277, -0.18698, -0.36677], [-2.94580, -2.27530, -1.79685], [-1.26012, -0.52646, -1.91472], [-1.05114, -1.74782, -0.64161], [-0.63000, -0.10898, 1.05092], [-1.10076, 1.24415, -0.01015], [0.37687, 0.30397, -0.32347], [-5.02704, -2.27721, 0.39884], [-3.35685, -2.03811, 2.05878], [-5.05808, -1.11667, 5.94913], [-4.16334, -0.13665, 5.21043], [-4.59682, 0.16061, 3.89354], [-5.88033, 0.75732, 3.78478], [-6.01770, 2.09526, 4.49179], [-5.20104, -2.02266, 5.35827], [-4.59606, -1.39129, 6.89837], [-6.03840, -0.69299, 6.17056], [-3.16884, -0.56561, 5.08286], [-4.04381, 0.78431, 5.79293], [-6.65283, 0.06648, 4.14136], [-6.03523, 0.88312, 2.71232], [-5.95495, 1.99361, 5.57619], [-6.99140, 2.52857, 4.25888], [-5.24721, 2.79655, 4.16984], [5.24910, 0.59044, -0.93489], [3.75735, 0.81772, -0.76414], [3.22798, 0.31849, 0.45380], [3.80286, 0.86800, 1.62891], [3.64296, 2.37239, 1.74795], [5.49501, -0.46435, -0.80270], [5.55258, 0.88401, -1.94161], [5.83528, 1.17135, -0.22025], [3.20656, 0.29050, -1.54453], [3.52695, 1.88458, -0.87323], [4.86484, 0.60457, 1.69010], [3.29779, 0.36327, 2.45300], [4.21280, 2.89289, 0.97911], [4.02961, 2.70560, 2.71268], [2.59403, 2.66599, 1.67486], [6.89049, -0.42346, -6.87547], [5.98494, -0.77181, -5.70691], [5.94385, 0.21871, -4.69313], [5.46591, 1.49065, -5.09386], [4.03705, 1.48051, -5.61011], [7.89028, -0.16905, -6.52109], [6.96810, -1.27964, -7.54686], [6.50866, 0.41657, -7.45705], [6.35460, -1.66508, -5.20335], [4.97433, -0.99953, -6.06455], [6.13515, 1.94192, -5.83531], [5.52600, 2.10577, -4.19465], [3.94426, 0.94482, -6.55559], [3.69846, 2.50393, -5.77692], [3.37333, 1.00886, -4.88383], [8.76955, 3.43504, -0.50770], [7.32448, 3.82442, -0.25098], [6.82601, 3.39599, 1.00589], [7.48967, 3.91446, 2.14603], [7.42515, 5.42738, 2.26217], [8.90604, 2.36218, -0.36468], [9.03977, 3.68427, -1.53471], [9.46138, 3.96051, 0.15185], [6.67629, 3.34153, -0.98343], [7.19365, 4.90617, -0.36903], [8.53112, 3.57446, 2.17395], [6.98057, 3.45460, 2.99367], [7.99410, 5.92537, 1.47612], [7.84354, 5.74030, 3.21972], [6.39102, 5.77040, 2.20675], [-2.78950, 2.78997, 2.22808], [-3.26308, 4.15839, 1.77499], [-3.29789, 5.12755, 2.81075], [-2.05623, 5.39966, 3.43679], [-0.99212, 5.93733, 2.49518], [-3.37015, 2.44227, 3.08174], [-2.90932, 2.06275, 1.42307], [-1.73580, 2.79153, 2.51308], [-4.29287, 4.09941, 1.41993], [-2.65612, 4.51410, 0.93391], [-1.68358, 4.51014, 3.95800], [-2.28853, 6.14374, 4.19908], [-0.67121, 5.19016, 1.76807], [-0.11344, 6.23792, 3.06771], [-1.36631, 6.80614, 1.95187]], "forces_ev_per_a": [[-0.1, 0.1, 0.0], [0.1, 0.0, 0.1], [0.0, 0.1, -0.1], [-0.1, -0.1, -0.1], [0.1, 0.0, 0.2], [-0.2, -0.2, 0.1], [-0.1, 0.0, 0.1], [0.2, 0.3, -0.3], [0.0, 0.3, -0.1], [0.3, 0.1, -0.2], [-0.1, -0.1, 0.2], [0.0, 0.1, -0.1], [-0.1, 0.0, 0.0], [0.0, -0.1, 0.0], [0.1, 0.1, 0.0], [0.0, -0.1, -0.1], [-0.1, 0.1, 0.0], [-0.1, -0.1, 0.1], [0.3, -0.2, 0.0], [0.1, 0.1, 0.1], [0.0, 0.0, -0.1], [0.0, 0.0, 0.0], [0.0, 0.0, 0.0], [0.0, 0.0, 0.0], [0.0, 0.0, 0.0], [0.0, 0.0, 0.0], [0.0, 0.0, 0.0], [0.0, 0.0, 0.0], [0.0, 0.0, -0.1], [0.0, 0.0, 0.0], [0.0, -0.3, 0.2], [-0.1, 0.1, 0.0], [-0.1, -0.1, 0.2], [-0.1, 0.1, 0.0], [0.0, 0.0, 0.0], [-0.1, 0.0, 0.0], [0.1, 0.0, 0.0], [0.0, 0.0, 0.0], [0.0, 0.0, -0.1], [-0.1, 0.1, 0.0], [0.0, 0.0, 0.0], [0.0, 0.1, 0.1], [0.0, 0.0, 0.0], [0.0, 0.0, 0.0], [0.0, 0.0, 0.0], [0.0, 0.0, 0.0], [0.0, 0.0, 0.0], [0.0, 0.0, 0.0], [0.0, 0.0, 0.0], [0.0, 0.0, 0.0], [0.0, 0.0, 0.0], [0.0, 0.0, 0.0], [0.0, 0.0, 0.0], [0.0, 0.0, 0.0], [0.0, 0.0, 0.0], [0.0, 0.0, 0.0], [0.0, 0.0, 0.0], [0.0, 0.0, 0.0], [0.0, 0.0, 0.0], [0.0, 0.0, 0.0], [0.0, 0.0, 0.0], [0.0, 0.0, 0.0], [0.0, 0.0, 0.0], [0.0, 0.0, 0.0], [0.0, 0.0, 0.0], [0.0, 0.0, 0.0], [0.0, 0.0, 0.0], [0.0, 0.0, 0.0], [0.0, 0.0, 0.0], [0.0, 0.0, 0.0], [0.0, 0.0, 0.0], [0.0, 0.0, 0.0], [0.0, 0.0, 0.0], [0.0, 0.0, 0.0], [0.0, 0.0, 0.0], [0.0, 0.0, 0.0], [0.0, 0.0, 0.0], [0.0, 0.0, 0.0], [0.0, 0.0, 0.0], [0.0, 0.0, 0.0], [0.0, 0.0, 0.0], [0.0, 0.0, 0.0], [0.0, 0.0, 0.0], [0.0, 0.0, 0.0], [0.0, 0.0, 0.0], [0.0, 0.0, 0.0], [0.0, 0.0, 0.0], [0.0, 0.0, 0.0], [0.0, 0.0, 0.0], [0.0, 0.0, 0.0], [0.0, 0.0, 0.0], [0.0, 0.0, 0.0], [0.0, 0.0, 0.0], [0.0, 0.0, 0.0], [0.0, 0.0, 0.0], [0.0, 0.0, 0.0], [0.0, 0.0, 0.0], [0.0, 0.0, 0.0], [0.0, 0.0, 0.0], [0.0, 0.0, 0.0], [0.0, 0.0, 0.0], [0.0, 0.0, 0.0], [0.0, 0.0, 0.0], [0.0, 0.0, 0.0], [0.0, 0.0, 0.0], [0.0, 0.0, 0.0], [0.0, 0.0, 0.0], [0.0, 0.0, 0.0], [0.0, 0.0, 0.0], [0.0, 0.0, 0.0], [0.0, 0.0, 0.0], [0.0, 0.0, 0.0], [0.0, 0.0, 0.0], [0.0, 0.0, 0.0], [0.0, 0.0, 0.0], [0.0, 0.0, 0.0], [0.0, 0.0, 0.0], [0.0, 0.0, 0.0], [0.0, 0.0, 0.0]], "lowdin_charge": [-0.100, -0.241, -0.156, -0.181, -0.082, -0.404, -0.600, 0.204, 0.161, -0.175, 0.665, -0.251, -0.243, -0.339, 0.061, -0.350, -0.144, -0.261, -0.058, -0.470, 0.897, 0.065, 0.066, 0.064, 0.098, 0.097, 0.112, 0.110, 0.128, 0.116, 0.096, 0.085, 0.111, 0.144, 0.086, 0.080, 0.153, 0.126, 0.107, 0.082, 0.067, 0.070, 0.112, -0.115, -0.077, -0.280, -0.184, -0.275, -0.069, 0.081, 0.077, 0.067, 0.118, 0.110, 0.108, 0.114, 0.070, 0.081, 0.065, -0.064, -0.278, -0.168, -0.272, -0.076, 0.088, 0.062, 0.053, 0.115, 0.108, 0.109, 0.117, 0.054, 0.076, 0.077, -0.080, -0.280, -0.172, -0.285, -0.077, 0.082, 0.077, 0.066, 0.119, 0.108, 0.108, 0.108, 0.067, 0.077, 0.079, -0.074, -0.279, -0.187, -0.275, -0.077, 0.083, 0.078, 0.067, 0.106, 0.110, 0.109, 0.116, 0.067, 0.077, 0.082, -0.066, -0.274, -0.163, -0.283, -0.081, 0.056, 0.069, 0.073, 0.118, 0.108, 0.108, 0.117, 0.064, 0.076, 0.081], "total_charge": 0, "lumo_ha": 0.0191, "e_homo_ev": -8.89, "smiles": "CCCCO[C@]1(B(N)O)OS(=O)(=O)[C@@H](N)[C@@H](OCC)[C@@H]1S.CCOCC.CCOCC.CCOCC.CCOCC.CCOCC", "total_energy_ev": -80142.866}

---

# 2
{"formula": "C30H73IN4O14PS", "method": "ωB97M-V/def2-TZVPD", "elements": ["C", "C", "O", "C", "N", "C", "C", "O", "C", "O", "P", "I", "O", "C", "N", "O", "C", "C", "C", "C", "C", "S", "C", "N", "N", "C", "O", "H", "H", "H", "H", "H", "H", "H", "H", "H", "H", "H", "H", "H", "H", "H", "H", "H", "H", "H", "H", "H", "H", "H", "H", "H", "C", "C", "O", "H", "H", "H", "H", "H", "H", "C", "C", "O", "H", "H", "H", "H", "H", "H", "C", "C", "O", "H", "H", "H", "H", "H", "H", "C", "C", "O", "H", "H", "H", "H", "H", "H", "C", "C", "O", "H", "H", "H", "H", "H", "H", "C", "C", "O", "H", "H", "H", "H", "H", "H", "C", "C", "O", "H", "H", "H", "H", "H", "H", "C", "C", "O", "H", "H", "H", "H", "H", "H"], "xyz": [[-4.12840, 5.17972, 3.26793], [-3.74141, 6.66505, 2.92796], [-3.50196, 7.36334, 4.17732], [-2.44687, 6.75784, 2.00532], [-2.54048, 5.91156, 0.79391], [-1.42327, 4.93723, 0.67336], [-1.95652, 3.66680, -0.13342], [-0.97471, 3.20629, -1.07902], [-1.06821, 1.79810, -1.26231], [-2.44333, 1.37751, -1.37070], [-2.90477, 1.17333, -3.01106], [-2.94526, -1.29420, -2.43771], [-3.51889, 0.69115, -4.60787], [-4.66861, 0.01348, -4.52908], [-5.78740, -0.22557, -4.37529], [-1.30136, 0.88643, -3.56729], [-0.36594, 1.13307, -2.51328], [0.94683, 1.75800, -3.09406], [2.25903, 1.32371, -2.34308], [2.83181, -0.08693, -2.79412], [4.39362, -0.26458, -2.48653], [4.76260, -1.07698, -0.87038], [4.04584, -2.73463, -0.91610], [3.25005, -3.22791, 0.05471], [2.84180, -4.48494, -0.27277], [3.42583, -4.71255, -1.46915], [4.20363, -3.67794, -1.92039], [-4.24678, 4.55828, 2.34615], [-5.09643, 5.11546, 3.83872], [-3.31894, 4.74871, 3.91816], [-4.60033, 7.15076, 2.38631], [-2.79073, 6.83929, 4.59298], [-1.51525, 6.61168, 2.61478], [-2.43109, 7.83446, 1.65465], [-2.40941, 6.55331, 0.00709], [-0.62501, 5.38555, 0.00713], [-0.99439, 4.60985, 1.65483], [-2.88332, 4.01167, -0.66919], [-2.19124, 2.88329, 0.64281], [-0.77357, 1.29309, -0.30112], [-2.69850, 2.55956, -3.36887], [-4.26753, 1.46053, -2.66092], [-0.06832, 0.08532, -2.19792], [1.03452, 1.38166, -4.15770], [0.90786, 2.88147, -3.19388], [2.05018, 1.28163, -1.23966], [3.05036, 2.08580, -2.60780], [2.31281, -0.94269, -2.26983], [2.64064, -0.26866, -3.89317], [4.87316, -0.89576, -3.28109], [4.83838, 0.75803, -2.54197], [3.27520, -5.66379, -2.01741], [-3.60968, -3.66275, 1.58271], [-4.92224, -2.90557, 1.51295], [-4.69996, -1.56562, 1.09988], [-2.92455, -3.17512, 2.28113], [-3.76915, -4.69466, 1.90654], [-3.11930, -3.67361, 0.60747], [-5.40038, -2.87800, 2.49466], [-5.61039, -3.38326, 0.80675], [-4.28583, -1.59486, 0.22434], [-6.37406, -3.44580, -6.34562], [-5.63081, -4.48956, -5.53458], [-4.22443, -4.31293, -5.66339], [-6.09508, -3.51168, -7.40024], [-7.45494, -3.57859, -6.25749], [-6.11610, -2.43923, -6.00799], [-5.87429, -5.49360, -5.88773], [-5.89897, -4.42131, -4.47506], [-4.01330, -3.42797, -5.34059], [3.10057, -7.48906, 1.48853], [3.35395, -8.62095, 0.51182], [4.20554, -8.18486, -0.54594], [2.64080, -6.64015, 0.97842], [2.44327, -7.81214, 2.29897], [4.04040, -7.13213, 1.91951], [2.41732, -8.95979, 0.06755], [3.82540, -9.47227, 1.01474], [5.03554, -7.89518, -0.15023], [0.89042, 1.88042, 3.13266], [1.12786, 0.70489, 2.20549], [1.99088, 1.08148, 1.13697], [0.44701, 2.71665, 2.58445], [0.22486, 1.60285, 3.95138], [1.83338, 2.23820, 3.55315], [0.18681, 0.36446, 1.77101], [1.58203, -0.13193, 2.74625], [2.82309, 1.37298, 1.52763], [7.35913, 2.13701, -5.49385], [6.42078, 1.31240, -4.63352], [5.11239, 1.87546, -4.64556], [7.40398, 3.16630, -5.13218], [8.36709, 1.71659, -5.48694], [7.00253, 2.17625, -6.52670], [6.76967, 1.29323, -3.60042], [6.36323, 0.28127, -4.99757], [4.80683, 1.88028, -5.56021], [-0.21380, 0.79676, 8.31742], [-0.27901, 0.90408, 6.80570], [1.02790, 0.83089, 6.24406], [0.40430, 1.59644, 8.73142], [-1.21138, 0.85878, 8.75725], [0.24396, -0.14954, 8.61833], [-0.71646, 1.85827, 6.50918], [-0.88889, 0.09879, 6.38454], [1.40815, -0.01773, 6.49940], [3.78883, 5.61202, 5.75254], [3.17036, 4.82416, 4.61316], [3.47197, 3.44004, 4.74429], [4.87232, 5.47646, 5.76714], [3.56807, 6.67741, 5.65662], [3.40952, 5.26055, 6.71604], [3.56712, 5.16298, 3.65546], [2.08227, 4.94818, 4.60024], [3.11050, 3.14128, 5.58811], [-0.81864, -5.00946, -2.14554], [-1.73081, -5.83144, -1.25720], [-3.04353, -5.28404, -1.26029], [-0.78224, -3.97335, -1.80261], [0.19607, -5.41597, -2.14903], [-1.19370, -4.99272, -3.17251], [-1.36769, -5.82875, -0.22800], [-1.78082, -6.87028, -1.60338], [-3.36159, -5.29687, -2.17149]], "forces_ev_per_a": [[-0.1, 0.2, -0.1], [0.2, -1.1, -0.1], [0.3, -0.5, -0.8], [-1.1, 1.3, 0.0], [1.1, 0.5, 0.8], [0.2, -0.8, -1.8], [0.0, 0.8, 0.9], [-0.2, -0.4, 0.0], [-1.4, -1.4, 0.7], [1.4, 1.0, -1.0], [0.1, 2.2, 0.5], [-0.2, -1.9, 0.6], [-1.7, -1.7, -0.7], [2.1, 3.1, 0.1], [-0.3, -0.9, -0.4], [-0.3, 0.8, 0.9], [1.1, -0.8, -0.2], [0.2, 0.1, -0.7], [0.0, -0.3, -0.2], [0.0, -0.5, 0.3], [-1.4, -0.4, -1.3], [-0.1, -0.7, -0.1], [-1.7, -0.7, 1.2], [1.4, 2.0, -1.2], [2.2, 0.0, -3.5], [-1.2, -0.3, 1.9], [-1.0, -0.2, 1.1], [0.3, 0.5, 0.7], [1.0, 0.3, -0.5], [-0.6, 0.2, -0.6], [0.9, -0.3, 0.7], [-0.5, 0.5, -0.1], [-0.8, -0.2, -0.4], [0.2, -1.0, 0.6], [-0.4, -0.5, 0.3], [-0.4, -0.5, 1.0], [-0.5, 0.5, -0.8], [0.8, -0.7, 0.5], [0.0, 0.5, -1.1], [0.4, 0.5, -0.8], [-0.4, -0.5, -0.1], [0.4, -0.8, 0.2], [-0.3, 1.1, 0.3], [-0.3, 0.3, 1.0], [-0.2, -1.1, 0.4], [0.5, 0.3, -0.9], [-0.7, -0.7, 0.6], [0.3, 1.0, -0.5], [0.4, 0.4, 1.0], [-0.4, 0.7, 0.7], [0.0, -1.0, 0.6], [0.5, 1.1, 0.1], [0.1, -0.1, 0.1], [0.3, 0.2, -0.4], [-0.1, 0.0, 0.2], [-0.1, 0.0, 0.1], [0.0, 0.0, -0.1], [-0.1, -0.1, 0.0], [0.0, 0.1, -0.1], [0.0, -0.2, 0.1], [0.0, 0.1, 0.0], [-0.1, 0.1, -0.1], [0.1, 0.4, 0.0], [0.1, -0.2, 0.0], [0.0, -0.1, 0.0], [0.0, 0.1, 0.0], [-0.1, 0.0, 0.1], [0.2, 0.0, 0.0], [-0.2, 0.0, 0.0], [0.0, 0.0, 0.1], [-0.2, 0.0, 0.0], [0.3, 0.2, 0.3], [0.0, -0.1, -0.3], [0.0, -0.1, 0.1], [0.1, 0.0, 0.0], [0.0, -0.1, 0.1], [0.1, 0.0, -0.1], [-0.1, -0.1, 0.0], [-0.1, 0.0, 0.0], [-0.1, 0.1, 0.0], [0.2, 0.2, 0.1], [0.0, 0.0, -0.2], [-0.1, -0.1, -0.1], [0.1, 0.0, 0.0], [-0.1, -0.1, 0.1], [0.1, 0.0, -0.1], [-0.2, -0.1, 0.1], [-0.1, 0.0, -0.1], [0.1, 0.1, 0.0], [-0.1, 0.2, -0.5], [0.0, 0.0, 0.1], [0.0, -0.1, 0.1], [0.0, 0.0, -0.1], [0.1, -0.1, 0.0], [-0.2, 0.0, 0.0], [0.2, -0.1, 0.1], [-0.1, 0.0, 0.1], [0.0, 0.1, 0.1], [0.2, -0.3, 0.2], [0.1, 0.2, 0.0], [-0.1, 0.0, 0.0], [0.0, 0.0, 0.0], [-0.1, 0.0, 0.0], [0.1, 0.0, -0.1], [-0.2, 0.1, 0.0], [0.0, 0.1, -0.1], [0.1, 0.1, 0.0], [-0.1, -0.2, 0.4], [0.2, 0.0, -0.1], [0.0, 0.0, -0.1], [0.0, 0.0, 0.1], [-0.1, 0.1, 0.0], [0.0, -0.2, 0.0], [0.0, 0.2, -0.1], [0.0, -0.1, -0.2], [0.2, 0.1, 0.0], [-0.1, 0.2, -0.4], [-0.1, -0.2, 0.2], [0.0, -0.1, 0.0], [0.0, 0.0, 0.0], [0.0, -0.1, 0.0], [-0.2, 0.0, 0.0], [0.2, -0.1, 0.1], [0.0, 0.1, 0.1]], "lowdin_charge": [-0.062, -0.398, -0.087, -0.195, -0.081, -0.180, -0.175, -0.104, -0.341, -0.413, 0.349, 0.640, -0.310, -0.587, 0.126, -0.367, -0.316, -0.130, -0.183, -0.224, -0.474, 0.917, -0.608, 0.011, 0.034, -0.150, 0.014, 0.077, 0.081, 0.079, 0.144, 0.080, 0.115, 0.121, 0.106, 0.123, 0.103, 0.128, 0.131, 0.151, 0.052, 0.037, 0.129, 0.116, 0.119, 0.098, 0.106, 0.100, 0.113, 0.070, 0.053, 0.135, -0.099, -0.331, -0.111, 0.072, 0.071, 0.049, 0.102, 0.107, -0.011, -0.095, -0.328, -0.102, 0.071, 0.070, 0.047, 0.104, 0.107, 0.063, -0.097, -0.323, -0.099, 0.045, 0.073, 0.073, 0.110, 0.102, 0.078, -0.078, -0.298, -0.098, 0.064, 0.058, 0.052, 0.108, 0.111, 0.083, -0.092, -0.334, -0.090, 0.077, 0.073, 0.072, 0.110, 0.109, 0.092, -0.098, -0.323, -0.096, 0.073, 0.073, 0.071, 0.112, 0.113, 0.086, -0.098, -0.323, -0.099, 0.074, 0.072, 0.071, 0.114, 0.108, 0.079, -0.094, -0.321, -0.111, 0.054, 0.056, 0.074, 0.109, 0.103, 0.080], "total_charge": -1, "lumo_ha": 0.0678, "e_homo_ev": -5.25, "total_energy_ev": -95140.698}